No. 1
Density functional theory data (ωB97M-V/def2-TZVPD) for an isolated molecule of C4H2ClF2N.

Calculated values
SMILES	N#C[C@@]1(F)[C@H](Cl)[C@@H]1F
frontier orbital gap	0.37144	hartree
electronic energy	-23623.571	eV
molecular weight	137.52	g mol⁻¹
2S+1	1
HOMO level	-10.6	eV
largest force on an atom	12.18	eV Å⁻¹
E_LUMO	-0.5277	eV
ΔE to the lowest compared entry with this formula, charge and spin	59.3	kcal/mol

Each line ends with the Mulliken charge.
Geometry (Å):
Cl1 -1.789 -0.931 -1.438  -0.162
F1 -1.360 1.415 0.271  -0.278
F2 -0.930 -1.290 1.585  -0.230
N1 1.998 1.799 -0.567  -0.414
C1 0.966 1.485 0.186  0.090
C2 -0.215 -0.531 -0.716  -0.343
C3 -0.227 0.640 0.280  0.624
C4 -0.032 -0.871 0.793  -0.046
H1 0.552 -0.629 -1.398  0.406
H2 1.037 -1.087 1.005  0.353

***

No. 2
Density functional theory data (ωB97M-V/def2-TZVPD) for a structure of composition C4H2ClF3N2.

Calculated values
frontier orbital gap	0.32448	hartree
electronic energy	-27831.677	eV
molecular weight	170.52	g mol⁻¹
2S+1	1
HOMO level	-10.2	eV
largest force on an atom	4.43	eV Å⁻¹
E_LUMO	-1.3994	eV
ΔE to the lowest compared entry with this formula, charge and spin	24.2	kcal/mol

Each line ends with the Mulliken charge.
Geometry (Å):
Cl1 3.004 0.429 -0.198  -0.157
F1 1.907 -2.712 0.148  -0.084
F2 0.593 2.620 0.284  -0.259
F3 -3.265 1.096 -0.224  -0.505
N1 -0.865 0.831 0.058  -0.313
N2 0.668 -0.832 -0.076  0.096
C1 1.318 0.444 -0.146  0.339
C2 -0.641 -0.444 0.038  -0.079
C3 0.369 1.311 0.125  0.111
C4 0.624 -2.302 0.095  -0.095
H1 -1.394 -1.276 0.170  0.371
H2 -2.318 0.836 -0.273  0.575

***

No. 3
Density functional theory data (ωB97M-V/def2-TZVPD) for an isolated molecule of C4H2ClNO.

Calculated values
SMILES	O=C1C=NC=C1Cl
frontier orbital gap	0.30016	hartree
electronic energy	-20238.305	eV
molecular weight	115.52	g mol⁻¹
2S+1	1
HOMO level	-9.8	eV
largest force on an atom	2.60	eV Å⁻¹
E_LUMO	-1.6681	eV
ΔE to the lowest compared entry with this formula, charge and spin	14.2	kcal/mol

Each line ends with the Mulliken charge.
Geometry (Å):
Cl1 2.697 -0.017 -0.036  -0.153
O1 0.484 2.170 0.076  -0.469
N1 -1.217 -0.825 -0.037  -0.464
C1 0.984 -0.271 -0.025  0.073
C2 0.121 -1.266 0.072  -0.208
C3 0.105 1.036 -0.072  0.715
C4 -1.237 0.454 -0.063  -0.246
H1 -2.142 1.104 -0.094  0.360
H2 0.206 -2.385 0.178  0.390

***

No. 4
Density functional theory data (ωB97M-V/def2-TZVPD) for an isolated molecule of C4H2ClNOS.

Calculated values
SMILES	N#C/C(=C\Cl)C(=O)S
frontier orbital gap	0.35677	hartree
electronic energy	-31074.395	eV
molecular weight	147.59	g mol⁻¹
2S+1	1
HOMO level	-10.6	eV
largest force on an atom	2.65	eV Å⁻¹
E_LUMO	-0.8519	eV
ΔE to the lowest compared entry with this formula, charge and spin	22.9	kcal/mol

Each line ends with the Mulliken charge.
Geometry (Å):
Cl1 2.898 -0.206 -0.025  -0.116
S1 -2.579 0.243 -0.056  -0.223
O1 -1.115 -2.008 0.122  -0.539
N1 0.039 2.632 0.122  -0.371
C1 -1.138 -0.794 0.040  0.675
C2 0.178 0.005 -0.016  0.277
C3 1.293 -0.719 -0.048  -0.231
C4 0.135 1.474 -0.033  -0.094
H1 -3.467 -0.789 -0.182  0.189
H2 1.287 -1.755 0.017  0.434